(1)
Here is a structure of composition C4H10F20HfNO6P3S2 in a non-equilibrium geometry from OMol25. Energies are from the ωB97M-V functional and the def2-TZVPD basis.

The LUMO energy comes out at -3.009 eV.

The geometry in ORCA input format:
```
! RIJCOSX wB97M-V def2-TZVPD def2/J DEFGRID3
* xyz 0 1
H -47.944 13.803 12.380
H -47.899 16.508 13.831
H -47.773 16.999 16.063
F -43.281 17.247 15.199
O -43.864 9.617 13.725
F -48.489 13.020 15.642
F -49.541 10.856 15.625
P -48.723 11.745 16.630
C -48.132 15.650 14.462
C -48.096 15.969 15.906
F -43.646 13.300 16.389
H -49.127 15.382 14.103
F -45.138 13.958 17.878
F -44.658 12.281 19.299
F -48.958 10.654 17.782
F -47.293 11.157 16.134
F -43.159 11.549 14.827
S -43.999 11.046 13.559
H -47.031 15.347 12.047
O -43.208 11.767 12.598
F -42.915 11.636 17.939
F -45.093 11.907 17.170
S -46.252 10.971 13.066
C -47.432 15.422 18.078
H -46.202 13.943 12.381
F -47.699 11.587 13.572
P -44.019 12.821 17.923
O -46.241 11.500 11.745
F -43.088 16.014 13.221
F -45.238 16.692 14.046
H -46.759 16.279 18.118
N -45.470 11.779 14.177
P -43.913 15.879 14.577
F -44.649 14.504 14.049
O -46.572 9.598 13.390
O -47.130 14.680 14.104
F -42.649 15.004 15.152
F -49.923 12.631 17.324
H -49.110 15.969 16.309
H -47.143 14.698 18.836
C -47.121 14.455 12.667
F -47.580 12.612 17.385
Hf -45.971 13.405 15.619
F -43.084 13.978 18.524
O -47.329 15.019 16.697
H -48.465 15.684 18.305
F -44.821 15.511 15.939
*
```


(2)
Here is a structure of composition C5H11NOSi in a non-equilibrium geometry from OMol25. Energies are from the ωB97M-V functional and the def2-TZVPD basis.

The LUMO energy (spin up / spin down) comes out at 0.875 / 0.875 eV.

The geometry in ORCA input format:
```
! RIJCOSX wB97M-V def2-TZVPD def2/J DEFGRID3
* xyz 0 1
Si -0.296 1.084 0.327
H 1.660 -0.129 -0.782
H -1.729 2.359 -1.125
H -0.433 2.154 -2.031
H -1.093 -3.198 0.157
C -0.665 2.294 -1.039
H 1.715 0.096 2.153
H -0.993 -2.488 -1.225
C -0.855 -2.212 -0.177
H 0.171 -1.807 0.012
H -0.097 3.161 -0.668
N -1.643 -0.014 0.448
H -0.242 1.619 1.647
H -2.931 -1.609 0.132
C 2.192 0.043 1.247
O -2.592 0.723 0.830
C -1.893 -1.246 0.194
C 1.331 0.169 0.215
H 3.227 -0.302 1.237
*
```


(3)
Here is a cluster of 2 separate species, C17H23INO6 in total in a non-equilibrium geometry from OMol25. Energies are from the ωB97M-V functional and the def2-TZVPD basis.

The LUMO energy comes out at -4.148 eV.

The geometry in ORCA input format:
```
! RIJCOSX wB97M-V def2-TZVPD def2/J DEFGRID3
* xyz 1 1
O -0.056 0.579 -1.232
H 0.273 1.557 -2.989
H -1.219 -1.906 -2.123
C -3.180 -2.066 -0.987
C 5.716 -0.549 2.700
H -0.256 -0.115 1.138
H -4.965 1.449 0.381
C 4.845 1.002 0.492
O 4.593 -2.323 1.676
H 5.650 -2.252 3.430
H -3.158 2.842 0.615
I -5.295 1.197 2.981
H 3.866 -0.719 -0.284
H -2.186 1.411 0.618
H 1.251 -1.007 1.188
H -1.922 0.766 -3.990
H -3.660 -2.975 -1.326
H -2.685 2.122 2.174
N -2.503 -0.131 -2.169
H -0.199 -1.830 0.632
H -3.847 1.224 -1.517
C -4.157 -0.885 -0.680
O 1.488 -1.070 -1.448
H 0.166 -0.222 -3.149
C 0.657 -0.498 -0.777
C 6.093 0.737 2.689
C -1.708 0.833 -2.929
H -5.172 -1.152 -0.940
C 4.886 -1.145 1.595
H -2.570 -2.342 -0.134
H -2.644 -1.967 -3.045
C -3.536 0.190 -1.497
H -4.601 -1.064 1.409
H -1.988 1.823 -2.585
O 6.038 -1.391 3.670
C 4.472 -0.284 0.500
C -4.252 1.042 1.087
C 0.326 -0.880 0.636
C -3.960 -0.437 0.799
C -0.219 0.655 -2.643
H -2.946 -0.659 1.119
H 6.690 1.174 3.477
C 5.694 1.593 1.586
O 4.505 1.854 -0.466
H 4.917 2.706 -0.224
O 5.994 2.766 1.487
C -2.250 -1.573 -2.103
C -2.987 1.917 1.159
*
```


(4)
Here is an isolated molecule of C5H10O from OMol25. Energies are from the ωB97M-V functional and the def2-TZVPD basis.

The LUMO energy comes out at 1.125 eV. As for the SMILES: C=CCCOC.

The geometry in ORCA input format:
```
! RIJCOSX wB97M-V def2-TZVPD def2/J DEFGRID3
* xyz 0 1
H 1.001 0.285 1.509
C -1.311 1.317 -0.694
H -1.236 1.478 0.395
H 2.345 -0.434 0.634
H -1.261 -0.743 1.370
H 1.675 0.349 -1.468
C 1.263 -0.248 0.586
O -0.295 0.484 -1.206
H -1.414 -2.459 0.701
C 0.477 -1.527 0.489
C -0.789 -1.595 0.884
H 0.940 -2.367 -0.026
H -1.314 2.301 -1.200
C 0.991 0.644 -0.663
H 1.191 1.699 -0.418
H -2.265 0.819 -0.894
*
```


Asked for relative energy (zero: lowest compared OMol25 entry of this formula, charge and spin) across the records above, the calculation gives 59.3, 88.5, 0.0, 38.2 kcal per mole in order.